{"formula": "C29H26FeN2OP2S", "method": "ωB97M-V with the def2-TZVPD basis set", "e_tot_ha": -3649.7707, "molar_mass_g_mol": 568.400, "total_charge": 1, "homo_energy_ev": [-10.997, -11.946], "lumo_energy_ev": [-2.458, -4.157], "relative_energy_kcal_mol": 7.7, "gap_ev": [8.54, 7.79], "spin_multiplicity": 6, "symbols": ["Fe", "C", "C", "C", "C", "C", "H", "H", "H", "H", "H", "N", "P", "C", "C", "C", "C", "C", "C", "C", "C", "C", "C", "C", "C", "P", "C", "C", "C", "C", "C", "C", "C", "C", "C", "C", "C", "C", "H", "H", "H", "H", "H", "H", "H", "H", "H", "H", "H", "H", "H", "H", "H", "H", "H", "H", "H", "H", "H", "O", "S", "N"], "positions_angstrom": [[-12.04625, 6.95536, 16.70647], [-12.86783, 7.27608, 18.74578], [-13.29607, 6.01985, 18.26847], [-14.19482, 6.23922, 17.18840], [-14.22676, 7.60273, 16.98712], [-13.39010, 8.26025, 17.92418], [-12.16763, 7.39248, 19.57444], [-13.03685, 5.06440, 18.82238], [-14.78323, 5.44657, 16.71868], [-14.69901, 8.14542, 16.16733], [-13.20662, 9.29823, 18.00558], [-9.93210, 5.03245, 16.07273], [-11.54848, 4.88179, 15.51021], [-11.48988, 4.67619, 13.72116], [-11.96970, 5.67966, 12.91642], [-11.92436, 5.54967, 11.56213], [-11.33545, 4.45242, 10.93057], [-10.97967, 3.38241, 11.76037], [-11.08856, 3.47732, 13.11975], [-12.04982, 3.34479, 16.11878], [-13.27414, 2.80991, 15.71803], [-13.69696, 1.59926, 16.15452], [-12.83330, 0.79609, 16.91803], [-11.60341, 1.31816, 17.33962], [-11.23122, 2.60307, 16.96408], [-9.65239, 6.16895, 17.28258], [-8.79582, 5.20258, 18.51519], [-9.23963, 5.13594, 19.83572], [-8.50546, 4.40393, 20.76099], [-7.39435, 3.71955, 20.34774], [-7.01958, 3.70804, 19.03994], [-7.69822, 4.46572, 18.12026], [-8.47121, 7.44455, 16.78796], [-8.01544, 8.26462, 17.76483], [-7.07868, 9.23996, 17.41719], [-6.68408, 9.41843, 16.10333], [-7.12469, 8.50877, 15.11290], [-8.12260, 7.63462, 15.48168], [-9.21815, 4.53583, 15.56850], [-12.40920, 6.60309, 13.31460], [-12.44069, 6.29045, 10.94405], [-11.27606, 4.41838, 9.83689], [-10.60315, 2.46191, 11.26873], [-10.78201, 2.54287, 13.57586], [-13.89995, 3.37384, 15.04259], [-14.69554, 1.19885, 15.84955], [-13.24862, -0.15928, 17.26227], [-10.99610, 0.75318, 18.03329], [-10.32528, 2.94980, 17.31865], [-10.11391, 5.64797, 20.13225], [-8.78438, 4.45602, 21.78873], [-6.82041, 3.14381, 21.01760], [-6.14581, 3.08239, 18.77778], [-7.24235, 4.49845, 17.14941], [-8.31041, 8.17629, 18.78235], [-6.57614, 9.90747, 18.11869], [-5.92927, 10.13439, 15.86182], [-6.88431, 8.66138, 14.07085], [-8.56358, 7.00764, 14.72932], [-11.37301, 10.02827, 13.59137], [-11.53816, 9.80530, 15.03421], [-11.62143, 8.41564, 15.55414]], "forces_ev_per_angstrom": [[0.752, 0.754, -0.828], [1.017, -0.634, 1.141], [-0.172, -1.868, 1.807], [-0.089, -1.656, 0.730], [-0.531, 2.013, -1.191], [-0.922, -0.100, 0.081], [-0.317, 0.134, -0.276], [-0.503, 1.187, -1.149], [0.389, 0.496, -0.107], [-0.109, -0.365, 0.303], [0.067, 0.777, -0.084], [-0.404, 0.341, -0.963], [1.204, 1.312, -0.489], [-0.057, -0.864, 0.745], [-0.433, 1.190, 0.566], [-0.298, 0.148, -2.216], [-0.656, 0.094, 0.642], [0.450, -0.108, -2.177], [0.610, -0.547, 0.064], [-0.188, -1.726, 0.601], [0.033, 1.198, -0.406], [-0.653, -1.954, 0.011], [-0.566, 0.446, 0.460], [-1.083, -0.441, 0.047], [-1.574, -1.144, -0.536], [-0.838, 0.187, -0.159], [-0.462, 0.149, 0.427], [1.000, -0.478, -0.451], [-0.513, 0.789, -0.233], [-0.330, -0.261, 0.458], [1.174, -0.846, -0.595], [0.845, -0.113, -0.079], [-1.256, -1.146, 0.010], [1.531, 1.371, 0.444], [0.276, 0.704, -0.020], [0.172, -1.760, -0.678], [-0.775, 1.835, 0.767], [0.744, -0.808, -1.372], [0.447, -0.196, 0.010], [0.286, -0.448, 0.113], [0.508, -0.015, 0.206], [0.024, -0.138, 0.545], [-0.279, 0.602, 0.633], [-0.167, 0.391, 0.999], [-0.147, 0.166, -0.102], [1.032, 0.444, 0.314], [0.655, 0.275, -0.122], [0.159, -0.047, -0.146], [1.696, 0.925, 0.559], [-0.816, 0.582, 0.301], [-0.181, -0.233, 0.569], [0.492, -0.485, 0.935], [-0.592, 0.617, -0.141], [-0.321, 0.229, -0.644], [-0.194, -0.237, 0.749], [-0.597, -0.301, 0.273], [0.237, 0.469, -0.091], [0.231, -0.171, -0.001], [-0.165, -0.258, -0.306], [-0.190, -0.434, 1.353], [0.269, 0.237, -1.113], [0.076, -0.281, -0.192]]}